Computed, not measured: a cluster of 12 separate species, C12H48O12 in total, with ωB97M-V/def2-TZVPD.

Results
- maximum force (eV Å⁻¹) = 1.343
- electronic energy (eV) = -37787.208
- HOMO (eV) = -9.45
- energy relative to the best compared isomer or geometry (same formula, charge and spin) (eV) = 5.304

Structure (XYZ):
```
72
Properties=species:S:1:pos:R:3:mulliken_charge:R:1
C -3.2597 0.8609 2.3412 -0.572
O -3.1078 -0.0077 1.2234 -0.321
H -3.7329 1.8082 2.0777 0.323
H -3.7685 0.3962 3.1845 0.263
H -2.2437 1.1282 2.6508 0.049
H -3.7163 0.2171 0.5121 0.231
C 0.0552 -0.0595 0.2820 -0.263
O 0.8865 0.9942 -0.1715 0.414
H 0.4375 -0.9833 -0.1574 0.002
H 0.1343 -0.2346 1.3596 -0.146
H -0.9926 0.0455 0.0146 0.360
H 0.3811 1.8181 -0.0588 -0.171
C 2.0454 3.6079 -3.1106 -0.400
O 1.3335 3.7047 -4.3311 -0.571
H 2.8727 2.8986 -3.1913 0.280
H 2.5169 4.5488 -2.7901 0.394
H 1.4005 3.3518 -2.2710 0.014
H 1.8977 4.1263 -4.9826 0.299
C -0.8103 0.8830 -3.3392 0.019
O -0.5945 1.6110 -4.5164 -0.598
H 0.1208 0.7325 -2.7780 -0.060
H -1.4718 1.4211 -2.6379 0.107
H -1.2761 -0.0857 -3.5058 0.175
H 0.0215 2.3469 -4.3596 0.397
C -0.7062 -2.2139 3.9061 -0.089
O -0.9407 -2.4462 5.3072 -0.581
H 0.0947 -1.4848 3.8408 0.081
H -0.4313 -3.1709 3.4499 0.228
H -1.6281 -1.9049 3.4121 0.051
H -1.6877 -3.0427 5.3920 0.305
C 4.1052 1.1595 -1.2722 -0.751
O 3.0222 0.5657 -1.9440 -0.519
H 4.5311 0.5619 -0.4595 0.250
H 4.9113 1.4241 -1.9561 0.317
H 3.7982 2.1093 -0.8124 0.258
H 2.2530 0.6296 -1.3553 0.144
C 3.0788 -1.7343 1.1401 -0.123
O 3.7592 -1.2346 2.2833 -0.540
H 2.9420 -0.8767 0.4835 -0.144
H 3.6358 -2.5272 0.6374 0.394
H 2.0773 -2.0847 1.4154 0.159
H 3.8521 -1.9093 2.9595 0.286
C 1.6563 1.5534 3.2288 0.041
O 1.6254 2.5788 4.2324 -0.582
H 2.1436 0.6433 3.5817 0.296
H 0.6431 1.2781 2.9425 -0.274
H 2.1759 1.9913 2.3734 0.205
H 2.5184 2.6852 4.5666 0.308
C -2.6192 -2.4194 -2.1764 -0.394
O -3.7012 -1.6073 -2.6469 -0.528
H -2.1309 -2.9344 -3.0076 0.430
H -1.8928 -1.7956 -1.6631 -0.154
H -3.0045 -3.1901 -1.5036 0.387
H -4.1566 -2.1136 -3.3240 0.287
C -1.0325 3.8964 0.9059 -0.495
O -0.9071 3.1818 -0.3182 -0.378
H -0.9073 4.9645 0.7133 0.328
H -1.9652 3.6795 1.4285 0.164
H -0.2133 3.5931 1.5582 0.168
H -1.5687 3.4156 -0.9714 0.229
C -3.8039 -3.4983 1.2264 -0.748
O -2.5700 -2.7930 1.2114 -0.380
H -4.3785 -3.3011 2.1432 0.250
H -4.4465 -3.2077 0.3912 0.316
H -3.5853 -4.5642 1.2458 0.285
H -2.8235 -1.8527 1.1580 0.295
C 1.7979 -2.6777 -2.6506 -0.363
O 0.6912 -3.5754 -2.6735 -0.538
H 2.2891 -2.7102 -3.6248 0.338
H 1.4779 -1.6396 -2.5234 0.098
H 2.5571 -2.9654 -1.9177 0.178
H 0.3348 -3.5657 -1.7783 0.281
```